# 1
ORCA calculation (the ωB97M-V functional and the def2-TZVPD basis) on one molecule with the formula C17H30N2S.

The geometry in XYZ format:
```
50
Properties=species:S:1:pos:R:3:forces:R:3:nbo_charge:R:1
S 1.978669 0.094087 3.235886 0.3 -0.4 0.6 -0.2510
C 1.311810 1.229429 2.255747 -0.1 0.0 0.1 0.2935
N 0.493593 2.231782 2.683981 -0.1 0.1 -0.1 -0.6142
C 0.366391 3.249699 1.664707 0.1 0.3 -0.1 -0.2256
C 0.747157 2.476890 0.386661 -0.4 0.3 -0.4 -0.0325
C -0.451853 2.095562 -0.503853 0.2 -0.3 0.2 -0.3928
C -1.354422 0.965915 0.014091 -0.1 0.4 -0.3 -0.2324
C -2.365790 1.426777 1.065133 0.1 -0.3 0.2 -0.3969
C -3.245520 0.264669 1.521353 -0.2 0.2 -0.1 -0.3962
C -3.980653 -0.361082 0.342338 0.2 -0.2 0.2 -0.3957
C -2.976100 -0.830311 -0.703128 -0.2 0.2 -0.2 -0.3988
C -2.105346 0.334270 -1.162928 0.2 -0.3 0.2 -0.3835
N 1.456464 1.323649 0.915966 0.0 0.4 0.4 -0.4436
C 2.431017 0.580670 0.161967 0.1 -0.4 -0.3 -0.2032
C 1.865761 -0.598298 -0.643274 0.4 0.1 0.3 -0.2173
C 2.924681 -1.118992 -1.616551 -0.4 0.1 -0.2 -0.3883
C 2.372619 -2.278539 -2.441245 0.3 -0.1 0.1 -0.3945
C 1.896064 -3.406679 -1.531834 -0.3 0.1 -0.2 -0.3957
C 0.848531 -2.890280 -0.550957 0.3 -0.1 0.1 -0.3965
C 1.415330 -1.737286 0.270224 -0.4 0.1 -0.2 -0.4081
H 0.477878 2.463424 3.663394 0.1 -0.2 -0.1 0.4171
H 1.058993 4.083791 1.846459 -0.1 -0.1 0.0 0.1906
H -0.648155 3.648179 1.622936 0.0 0.0 -0.1 0.2049
H 1.435332 3.072486 -0.228335 -0.1 -0.1 0.1 0.2018
H -1.045432 2.996573 -0.674278 0.0 0.1 -0.1 0.2077
H -0.048343 1.790914 -1.472497 0.0 0.0 -0.1 0.2067
H -0.723897 0.197373 0.468169 0.0 -0.1 0.0 0.2081
H -1.846905 1.823938 1.936262 0.0 0.1 0.0 0.2143
H -2.994969 2.216112 0.644247 0.0 0.1 0.0 0.1876
H -3.963237 0.619582 2.264100 0.0 0.0 0.1 0.2059
H -2.618317 -0.491478 1.999034 0.0 0.0 0.1 0.1989
H -4.587181 -1.202330 0.683441 -0.1 0.0 0.0 0.2072
H -4.651704 0.377502 -0.103018 -0.1 0.0 0.0 0.1904
H -3.498308 -1.262146 -1.559811 0.0 -0.1 0.0 0.2061
H -2.341779 -1.607263 -0.269927 0.0 -0.1 0.0 0.1959
H -1.392275 -0.020072 -1.911785 0.0 0.1 -0.1 0.2008
H -2.733715 1.092843 -1.637038 0.0 0.1 -0.1 0.1926
H 2.933246 1.277890 -0.519223 0.0 0.0 0.0 0.1916
H 3.165893 0.197917 0.877791 0.0 0.1 -0.1 0.2368
H 1.007092 -0.249358 -1.224714 -0.1 0.0 -0.1 0.1888
H 3.796462 -1.456533 -1.051787 0.1 0.0 0.1 0.1970
H 3.248173 -0.314631 -2.282527 0.1 0.0 0.0 0.2002
H 3.143448 -2.647248 -3.121344 0.0 0.0 -0.1 0.2063
H 1.534815 -1.924635 -3.047574 0.0 0.0 -0.1 0.1911
H 2.746553 -3.804920 -0.974358 0.1 -0.1 0.0 0.1940
H 1.479549 -4.217774 -2.132963 0.1 -0.1 0.0 0.2055
H 0.530819 -3.696047 0.113528 -0.1 0.0 0.0 0.2092
H -0.028951 -2.547477 -1.105792 -0.1 0.0 0.0 0.1887
H 2.269037 -2.087817 0.853298 0.0 0.0 0.1 0.2091
H 0.667476 -1.380730 0.980027 0.1 0.0 0.1 0.2184
```
Positions in Å, forces in eV/Å.

## Properties
- F_max: 0.77 eV/Å
- Highest occupied orbital energy: -0.29517 Ha
- Kohn-Sham gap: 8.72 eV
- Energy above the lowest of the compared OMol25 structures with the same formula, charge and spin: 0.0000 eV
- Molar mass: 294.5 g/mol

---

# 2
ORCA calculation (the ωB97M-V functional and the def2-TZVPD basis) on a 6-piece molecular cluster, C17H30O14 overall.

The geometry in XYZ format:
```
61
Properties=species:S:1:pos:R:3:forces:R:3:nbo_charge:R:1
C 4.508495 1.121358 -1.488122 0.3 -0.8 0.3 -0.6345
C 3.737014 1.790671 -0.362283 1.4 0.9 -0.4 0.0643
C 4.581839 2.860682 0.382675 -0.3 -0.3 -0.2 -0.0854
O 3.695964 3.968422 0.495052 -0.2 -0.2 0.3 -0.4899
C 2.605381 3.772733 -0.281834 0.4 0.3 0.0 0.9705
O 1.726203 4.560812 -0.387624 -0.2 -0.2 -0.2 -0.5610
O 2.709303 2.595688 -0.949879 -0.5 -0.2 0.5 -0.5001
H 3.875784 0.874558 -2.338353 -0.1 0.2 0.0 0.2381
H 4.955046 0.173646 -1.169526 -0.1 0.1 0.2 0.2216
H 5.355092 1.723407 -1.814227 -0.2 0.2 -0.2 0.2151
H 3.384902 1.104476 0.407504 -0.7 -0.2 -0.4 0.1846
H 5.452433 3.205191 -0.173140 0.1 -0.2 0.0 0.1841
H 4.864329 2.491628 1.365981 0.1 0.3 0.1 0.1938
C -0.409650 2.620067 -3.155691 0.5 -0.1 -1.0 -0.6449
C -1.759937 2.874114 -2.557893 0.1 -0.2 0.6 0.0651
C -2.075710 1.975468 -1.336910 0.1 0.6 0.0 -0.0842
O -2.184390 2.895597 -0.243866 -0.1 -0.2 0.1 -0.5104
C -1.980743 4.162573 -0.660900 0.1 0.1 -0.4 0.9780
O -2.018192 5.121507 0.035318 -0.1 0.0 0.2 -0.5763
O -1.733907 4.189340 -1.985677 -0.4 0.1 0.0 -0.4886
H 0.383520 2.882406 -2.456818 -0.1 -0.1 0.1 0.2383
H -0.252958 3.211233 -4.062847 -0.2 0.3 0.2 0.2197
H -0.264224 1.594833 -3.504918 -0.2 -0.1 0.4 0.2298
H -2.569426 2.823945 -3.284289 0.0 0.1 -0.1 0.1882
H -1.258672 1.294445 -1.116219 -0.1 -0.1 0.0 0.1972
H -3.031062 1.461818 -1.422576 0.1 -0.2 -0.1 0.1811
C -3.878821 1.263336 2.256598 -1.0 0.0 -0.3 -0.6347
C -3.323702 -0.132862 2.117521 -0.2 0.2 -0.3 0.0698
C -4.368706 -1.165490 1.632576 -0.2 0.3 1.2 -0.0969
O -3.807560 -1.743484 0.466267 0.0 0.0 -0.1 -0.4745
C -2.644377 -1.135753 0.174001 0.3 -0.2 0.6 0.9910
O -1.931009 -1.443198 -0.730213 -0.1 0.0 -0.5 -0.6243
O -2.328051 -0.203278 1.079211 -0.1 0.1 0.0 -0.4849
H -4.551179 1.495674 1.422352 0.3 -0.1 -0.2 0.2140
H -3.148419 2.064659 2.308178 0.2 -0.2 0.2 0.2564
H -4.555351 1.273304 3.117218 0.3 0.1 0.2 0.2204
H -2.852032 -0.438588 3.050833 0.1 -0.1 -0.1 0.1892
H -5.345165 -0.720152 1.440716 0.2 0.2 -0.4 0.1956
H -4.551784 -1.898481 2.421879 0.2 -0.4 -0.4 0.1942
C 0.084695 -2.881800 1.982349 -1.2 -0.2 0.8 -0.6210
C 0.358394 -3.956859 3.001570 0.8 -0.7 0.2 0.0657
C -0.388500 -5.286788 2.771777 0.5 0.0 -0.5 -0.0953
O 0.649119 -6.259735 2.598282 -0.1 0.1 0.1 -0.4900
C 1.866750 -5.682953 2.713496 -0.1 0.1 0.0 0.9703
O 2.894659 -6.266852 2.624316 0.1 0.0 0.0 -0.5704
O 1.749642 -4.355347 2.933096 -0.2 0.0 0.0 -0.4975
H 0.490647 -1.921768 2.287121 0.3 0.0 -0.3 0.2301
H -1.009406 -2.774012 2.018333 0.1 0.2 -0.3 0.2019
H 0.361973 -3.200366 0.983700 0.2 0.1 -0.1 0.2290
H 0.200982 -3.653306 4.036803 -0.1 0.4 -0.1 0.1887
H -0.969775 -5.267768 1.849700 -0.2 0.0 0.1 0.1914
H -0.996167 -5.582761 3.622029 -0.1 0.0 0.0 0.1951
C 1.333850 -1.237390 -1.282227 -0.4 0.2 0.7 -0.2418
O 0.409006 -0.554291 -2.106916 0.2 0.1 0.0 -0.7689
H 0.959295 -2.212676 -0.961505 0.1 -0.2 -0.4 0.1692
H 2.268728 -1.326155 -1.827940 0.0 -0.1 0.0 0.1849
H 1.490423 -0.691325 -0.341262 0.2 0.1 -0.2 0.1538
H -0.469668 -0.656461 -1.721300 -0.1 -0.2 0.0 0.5054
O 1.144757 -0.579099 -4.837453 0.2 0.0 -0.1 -0.9583
H 1.100032 -0.487380 -3.874120 -0.3 0.0 0.0 0.4892
H 1.460285 0.268791 -5.159923 0.0 0.0 0.0 0.4592
```
Positions in Å, forces in eV/Å.

## Properties
- F_max: 1.77 eV/Å
- Highest occupied orbital energy: -0.38976 Ha
- Kohn-Sham gap: 10.57 eV
- Energy above the lowest of the compared OMol25 structures with the same formula, charge and spin: 0.0000 eV
- Molar mass: 458.4 g/mol

---

# 3
ORCA calculation (the ωB97M-V functional and the def2-TZVPD basis) on C17H31AlNO8 as an isolated structure.

The geometry in XYZ format:
```
58
Properties=species:S:1:pos:R:3:forces:R:3:nbo_charge:R:1
N -3.311069 2.017068 -1.403978 0.4 0.2 0.3 -0.8905
C -4.263732 3.150556 -1.232028 -0.4 -0.4 0.0 -0.7366
Al -6.237798 2.683390 -1.420305 0.0 0.2 0.3 0.8766
H -3.787885 1.126343 -1.367413 0.0 0.0 -0.3 0.3577
H -2.786255 2.089890 -2.263793 -0.2 -0.1 -0.1 0.3424
H -4.113747 3.565047 -0.229965 0.1 0.2 0.1 0.1664
H -4.036075 3.957888 -1.927802 0.2 0.0 -0.2 0.1779
H -7.043986 4.011214 -1.911160 -0.1 0.0 -0.1 -0.4110
H -6.485778 1.425512 -2.418575 0.1 -0.1 -0.2 -0.4324
H -6.808621 2.226326 0.049365 -0.1 -0.1 0.1 -0.4379
O 2.452018 1.173507 2.123556 0.1 0.0 -0.1 -0.6117
C 1.284447 1.092940 1.841523 -0.1 0.0 0.2 0.7975
O 0.674414 1.945865 1.002739 0.0 -0.1 0.1 -0.4949
C -0.752289 1.650508 0.934133 -0.1 -0.1 -0.1 -0.0825
C -0.872513 0.197657 1.372829 0.2 0.1 0.1 -0.4294
C 0.286215 0.079215 2.360607 -0.2 -0.1 -0.3 -0.5276
H -1.271596 2.333398 1.607849 0.0 0.0 0.0 0.1777
H -1.112173 1.830763 -0.073357 0.0 0.1 0.0 0.2452
H -1.842361 -0.043175 1.790093 -0.1 0.0 0.0 0.2501
H -0.705650 -0.464824 0.523230 -0.1 0.0 0.0 0.2103
H -0.003472 0.371022 3.372066 0.1 0.0 0.0 0.2284
H 0.731938 -0.912297 2.379310 0.1 0.0 0.2 0.2278
O 4.869355 4.133248 -3.139819 -0.1 0.0 0.0 -0.5874
C 4.564737 3.263989 -2.371491 0.1 0.1 0.1 0.7915
O 3.283802 2.994342 -2.046756 0.0 -0.1 0.0 -0.4879
C 3.234547 1.967362 -1.028130 0.1 -0.1 0.1 -0.0759
C 4.557128 1.227273 -1.147519 0.0 0.1 0.0 -0.4238
C 5.494980 2.336657 -1.611294 -0.2 -0.3 0.0 -0.5268
H 3.113902 2.442695 -0.056044 0.0 0.0 0.0 0.2008
H 2.376241 1.326701 -1.210877 -0.1 0.2 -0.1 0.1958
H 4.854205 0.745072 -0.222714 0.0 0.0 0.1 0.2280
H 4.489167 0.460387 -1.917231 0.0 -0.1 0.0 0.2123
H 5.922973 2.892249 -0.774870 0.0 0.0 0.0 0.2285
H 6.291692 1.980539 -2.258341 0.1 0.2 0.0 0.2372
O -3.432450 -1.610491 0.909012 0.0 -0.1 -0.1 -0.6005
C -4.591442 -1.692013 0.603197 0.0 0.1 0.2 0.7983
O -5.172627 -0.868725 -0.279623 0.1 -0.1 -0.1 -0.4681
C -6.591242 -1.120542 -0.353037 -0.2 -0.1 0.0 -0.0781
C -6.755854 -2.553741 0.141221 0.1 0.0 0.1 -0.4296
C -5.615647 -2.668742 1.149875 -0.2 -0.1 -0.3 -0.5276
H -7.098194 -0.390547 0.278575 0.1 0.1 0.0 0.2091
H -6.922513 -0.976453 -1.376425 0.2 0.2 0.0 0.2205
H -7.742624 -2.749336 0.556908 0.0 0.1 0.0 0.2145
H -6.591351 -3.252538 -0.681363 0.0 0.0 0.0 0.2010
H -5.912551 -2.328909 2.143439 0.1 0.0 0.0 0.2319
H -5.192210 -3.667363 1.217695 0.1 0.0 0.2 0.2294
O 6.392520 -1.219623 -0.978821 0.1 -0.1 -0.1 -0.5648
C 5.995245 -2.048080 -0.214611 0.1 0.2 0.1 0.7919
O 4.676927 -2.226841 0.033835 0.0 -0.1 0.0 -0.4849
C 4.489890 -3.201633 1.072808 0.0 -0.1 0.1 -0.0720
C 5.767021 -4.034351 1.070918 0.1 0.0 0.0 -0.4287
C 6.809487 -3.005959 0.633596 -0.3 -0.3 0.0 -0.5282
H 4.337830 -2.672311 2.015611 0.0 0.0 0.0 0.1851
H 3.598735 -3.782185 0.848427 0.0 0.1 -0.1 0.1990
H 5.973168 -4.500837 2.032090 0.0 0.1 0.0 0.2200
H 5.691985 -4.823921 0.321884 0.0 0.0 0.0 0.2086
H 7.218001 -2.450308 1.478984 0.1 0.0 0.0 0.2370
H 7.621133 -3.432875 0.051968 0.1 0.1 0.0 0.2401
```
Positions in Å, forces in eV/Å.

## Properties
- F_max: 0.58 eV/Å
- Highest occupied orbital energy: -0.14833 Ha
- Kohn-Sham gap: 5.99 eV
- Charge: -1
- Molar mass: 404.4 g/mol

---

# 4
ORCA calculation (the ωB97M-V functional and the def2-TZVPD basis) on C17H31AsN2O3S3Zn as an isolated structure.

The geometry in XYZ format:
```
58
Properties=species:S:1:pos:R:3:forces:R:3:nbo_charge:R:1
Zn 0.420081 -0.542786 0.279265 -0.5 0.0 0.3 1.6312
C -1.963291 1.706964 1.746482 0.0 0.1 -0.1 -0.2500
O -1.753087 0.702446 0.755212 0.0 0.0 -0.1 -0.5920
C -2.889250 -0.156447 0.661114 0.0 -0.1 0.0 -0.1030
C -2.531593 -1.359478 -0.184967 -0.1 0.3 0.0 -0.0977
O -1.345116 -1.986585 0.290705 0.2 0.0 -0.1 -0.5864
C -1.491777 -2.718800 1.502706 0.1 0.1 0.2 -0.0992
C -1.190419 -1.845620 2.714383 -0.1 -0.1 0.0 -0.0989
O -0.093853 -0.994344 2.396650 0.2 0.0 0.0 -0.6182
C 0.318414 -0.199613 3.514295 0.1 0.0 0.1 -0.2525
H -2.786175 2.365846 1.459100 0.0 0.0 0.0 0.2009
H -1.049008 2.287451 1.835017 0.0 0.0 0.0 0.1898
H -2.190537 1.257629 2.716930 -0.1 0.0 -0.1 0.1829
H -3.743138 0.368834 0.221847 0.0 0.1 0.0 0.2024
H -3.185489 -0.463693 1.668362 -0.1 0.1 -0.1 0.1830
H -2.309911 -1.063491 -1.207109 0.0 0.0 0.0 0.2206
H -3.365822 -2.064094 -0.192272 0.1 -0.1 0.0 0.2119
H -0.782063 -3.539652 1.440417 -0.2 0.0 -0.1 0.2122
H -2.496378 -3.135509 1.587876 0.0 0.0 0.0 0.2132
H -0.934834 -2.482718 3.566164 0.0 0.0 0.0 0.2111
H -2.051327 -1.238011 3.006256 0.1 0.0 0.1 0.1844
H 0.606598 -0.842355 4.347397 0.0 0.0 0.0 0.2056
H -0.488032 0.462212 3.838466 0.0 -0.1 0.0 0.1866
H 1.176583 0.389098 3.197751 0.0 0.0 0.0 0.2072
C 1.654815 -4.009712 1.582560 0.1 -0.1 0.0 -0.6705
C 2.286021 -3.156402 0.537823 0.3 -0.1 -0.2 0.1037
N 2.062557 -1.877712 0.356827 0.0 0.2 -0.2 -0.6343
C 2.958158 -1.320581 -0.544648 0.2 -0.3 0.0 0.0810
C 3.811476 -2.213125 -1.107544 -0.1 0.0 0.0 -0.3986
S 3.552486 -3.767614 -0.450892 -0.2 0.2 0.1 0.5581
C 2.995353 0.134802 -0.648401 0.2 0.3 -0.2 0.0988
C 3.882891 0.881721 -1.351192 -0.1 0.0 0.0 -0.4019
S 3.629411 2.541376 -1.040515 -0.2 -0.1 0.2 0.5322
C 2.347378 2.153449 0.039941 0.3 0.2 -0.2 0.0892
N 2.108713 0.872683 0.118559 -0.2 -0.4 0.2 -0.6070
C 1.699831 3.214744 0.858606 0.0 0.0 0.1 -0.6640
H 0.926591 -3.433556 2.144944 0.2 0.0 0.0 0.2267
H 2.432893 -4.340988 2.272037 0.0 0.0 0.0 0.2660
H 1.198022 -4.907853 1.165845 -0.1 0.1 0.0 0.2556
H 4.584160 -2.035586 -1.837618 0.0 0.0 0.0 0.2693
H 4.664636 0.543236 -2.011441 0.0 0.0 0.0 0.2682
H 2.239028 3.314452 1.803101 0.0 0.0 0.0 0.2633
H 0.666624 2.965355 1.087599 0.0 0.0 -0.1 0.2195
H 1.739850 4.181581 0.359904 -0.1 0.0 0.0 0.2522
C -0.262498 1.546704 -4.691354 -0.1 0.0 0.0 -0.9554
As -0.842847 1.366126 -2.865625 0.0 0.1 -0.3 1.4719
C -0.483251 3.080128 -2.042407 0.0 -0.2 0.0 -0.9564
C -2.767582 1.212771 -2.963629 0.1 -0.1 0.1 -0.9624
S 0.160976 -0.374895 -2.130201 -0.2 0.1 0.1 -0.7765
H -0.726285 2.430475 -5.128594 0.0 0.0 0.0 0.2576
H -0.560645 0.661670 -5.249904 0.0 0.0 0.0 0.2674
H 0.820388 1.642159 -4.727520 0.0 0.0 0.1 0.2620
H -1.192438 3.789552 -2.468726 0.0 0.0 0.0 0.2640
H 0.531573 3.392266 -2.280243 0.0 -0.1 0.0 0.2568
H -0.618619 3.034934 -0.966076 0.0 -0.1 0.0 0.2443
H -3.132959 1.988748 -3.635543 0.0 0.0 0.0 0.2651
H -3.216514 1.345982 -1.983284 0.0 0.0 0.1 0.2448
H -3.030771 0.235830 -3.364438 0.0 0.0 0.0 0.2643
```
Positions in Å, forces in eV/Å.

## Properties
- F_max: 0.54 eV/Å
- Highest occupied orbital energy: -0.51570 Ha
- Kohn-Sham gap: 8.95 eV
- Energy above the lowest of the compared OMol25 structures with the same formula, charge and spin: 0.4499 eV
- Charge: +2
- Molar mass: 548.0 g/mol